1.
{"formula": "C26H24AsCl2OPtS2", "method": "ωB97M-V with the def2-TZVPD basis set", "symbols": ["C", "C", "C", "C", "C", "H", "H", "C", "C", "C", "H", "H", "Pt", "H", "H", "H", "C", "H", "C", "C", "H", "H", "Cl", "H", "H", "C", "S", "H", "C", "C", "H", "C", "S", "C", "H", "H", "C", "As", "H", "C", "H", "C", "Cl", "H", "H", "C", "C", "H", "H", "C", "H", "O", "C", "C", "C", "C", "H"], "xyz": [[2.386, -1.030, 2.037], [5.272, 2.164, -1.148], [-0.317, 0.151, -2.658], [0.631, -2.317, 0.990], [0.551, -0.544, -1.824], [6.233, 2.603, -1.381], [0.587, -0.664, 4.639], [-4.605, -0.349, -1.478], [1.434, -1.182, 1.033], [5.132, 0.780, -1.126], [-0.508, -2.081, -5.200], [0.182, -4.204, 1.904], [-0.641, 1.627, 0.598], [1.047, -3.307, -3.719], [-6.216, -0.263, -2.884], [3.802, -0.868, -0.803], [-4.426, 2.387, -1.807], [-3.087, 1.210, 2.778], [-5.471, 0.301, -2.337], [2.954, 2.420, -0.566], [-6.064, 2.198, -3.157], [3.295, -1.920, 3.762], [-2.642, -0.563, 0.278], [-3.092, 0.563, 4.441], [1.725, -2.337, -1.565], [3.905, 0.210, -0.824], [-2.277, 2.810, -0.194], [-0.980, -0.614, 5.497], [1.046, -1.790, -2.207], [-5.388, 1.671, -2.497], [-0.097, 0.918, 5.133], [-3.507, 1.769, -0.939], [-1.149, -0.006, 3.245], [-3.651, 0.380, -0.789], [-4.664, -1.419, -1.330], [3.006, -0.143, 2.078], [2.546, -2.030, 2.988], [1.120, 0.266, -0.180], [1.885, -3.952, 3.680], [-0.327, -0.093, 4.796], [2.105, 3.055, -0.347], [-0.697, -0.407, -3.873], [-4.401, 4.096, -2.080], [-2.082, 2.002, 4.036], [-0.116, -2.434, 0.215], [4.188, 2.983, -0.870], [0.796, -3.314, 1.945], [-1.372, 0.134, -4.522], [-0.698, 1.122, -2.370], [-2.491, 1.056, 3.676], [4.300, 4.059, -0.886], [-0.168, 0.871, 2.436], [-0.211, -1.650, -4.252], [2.821, 1.038, -0.547], [0.662, -2.340, -3.421], [1.753, -3.170, 2.941], [5.981, 0.145, -1.345]], "forces_ev_per_angstrom": [[0.02, -0.16, 0.05], [0.01, -0.02, 0.00], [-0.01, -0.12, -0.09], [0.01, -0.04, 0.12], [0.04, -0.13, -0.09], [-0.03, -0.02, 0.00], [-0.03, 0.00, 0.02], [-0.02, 0.03, 0.03], [0.07, -0.07, 0.06], [0.01, 0.00, 0.00], [0.00, 0.01, 0.02], [0.01, 0.01, 0.00], [-0.54, -0.03, 0.46], [-0.01, 0.01, 0.01], [0.02, 0.02, 0.03], [-0.01, -0.03, 0.00], [0.00, 0.08, -0.03], [-0.01, 0.02, 0.02], [-0.06, -0.04, -0.06], [0.12, 0.02, -0.03], [0.02, -0.01, 0.01], [0.00, -0.01, -0.02], [-0.27, -0.11, -0.08], [0.02, 0.02, -0.04], [0.03, 0.00, 0.02], [0.08, 0.11, -0.03], [0.05, 0.19, -0.57], [0.04, 0.02, 0.00], [-0.05, 0.05, -0.11], [-0.05, -0.05, -0.01], [-0.01, -0.06, 0.04], [-0.02, -0.04, -0.05], [0.05, -0.36, -0.72], [0.12, -0.03, 0.03], [0.01, 0.03, -0.01], [0.01, 0.02, -0.02], [0.00, 0.03, -0.03], [-0.26, 0.02, -0.30], [0.00, 0.02, -0.03], [0.28, 0.05, 0.30], [-0.04, 0.00, 0.02], [0.00, 0.01, 0.02], [0.08, -0.01, 0.06], [-0.08, -0.02, 0.02], [-0.02, 0.01, -0.01], [-0.02, -0.02, 0.01], [0.01, 0.04, -0.01], [0.01, 0.00, 0.00], [-0.02, 0.04, 0.04], [-0.21, 0.32, 0.08], [0.00, -0.01, 0.00], [0.55, -0.01, 0.69], [0.01, 0.02, 0.02], [0.13, 0.16, 0.12], [0.01, 0.01, 0.02], [-0.02, 0.01, 0.00], [-0.01, 0.01, 0.00]], "total_charge": 1, "mol_weight_g_mol": 757.517, "orbital_gap_ev": 7.16, "multiplicity": 1, "lumo_energy_ev": -4.2}

=====

2.
{"formula": "C26H24AuN4O3", "method": "ωB97M-V with the def2-TZVPD basis set", "symbols": ["H", "H", "C", "C", "C", "C", "N", "H", "H", "H", "H", "H", "C", "C", "C", "C", "O", "H", "H", "O", "H", "C", "C", "H", "C", "C", "H", "C", "N", "H", "H", "H", "H", "C", "H", "C", "C", "C", "O", "N", "H", "H", "N", "H", "H", "C", "H", "C", "C", "C", "C", "H", "C", "H", "C", "C", "C", "Au"], "xyz": [[2.904, 4.899, -5.557], [-0.371, -0.794, 4.352], [2.750, 4.092, -4.854], [5.008, -1.456, -2.716], [-2.609, 3.748, -0.330], [2.363, 2.020, -3.061], [-6.072, 1.673, -0.551], [2.578, -0.540, 0.144], [-2.146, -3.158, -1.308], [4.270, -2.315, 0.477], [-3.589, 0.679, -0.888], [0.427, 1.795, -3.960], [-3.836, 4.335, -0.110], [-0.974, -6.577, 0.330], [3.751, 3.764, -3.947], [-1.767, -1.800, 0.337], [-0.935, 0.632, 1.772], [-0.496, -2.825, 3.339], [5.822, -2.895, -1.356], [-1.391, -5.382, -0.323], [0.780, 3.639, -5.573], [3.565, 2.723, -3.053], [-1.254, -1.706, 1.698], [5.687, -1.712, -3.518], [4.204, -1.800, -0.472], [-3.671, 1.739, -0.684], [-1.103, -7.370, -0.398], [3.255, -0.810, -0.656], [-4.982, 3.665, -0.171], [-6.913, 2.135, -0.251], [0.077, -6.520, 0.620], [-1.378, 0.652, 4.224], [4.003, 0.063, -3.853], [5.079, -2.123, -1.503], [-2.120, -0.973, 4.231], [-1.338, -4.225, 0.359], [-4.911, 2.368, -0.457], [-0.882, -4.111, 1.682], [-2.231, -0.825, -0.265], [1.083, 0.886, -1.424], [-1.594, -6.783, 1.205], [4.679, 4.319, -3.941], [-2.550, 2.436, -0.621], [-0.546, -4.980, 2.228], [-6.065, 0.670, -0.571], [4.065, -0.456, -2.906], [-3.899, 5.390, 0.127], [2.153, 0.906, -2.081], [-0.858, -2.859, 2.320], [-1.767, -3.094, -0.297], [-1.142, -0.392, 2.393], [-1.682, 4.294, -0.268], [-1.272, -0.378, 3.895], [4.343, 2.458, -2.349], [1.555, 3.387, -4.862], [1.353, 2.354, -3.959], [3.188, -0.134, -1.874], [-0.702, 1.565, -0.965]], "forces_ev_per_angstrom": [[0.00, 0.00, 0.00], [0.00, 0.00, 0.01], [0.01, 0.02, 0.01], [-0.01, 0.02, -0.03], [-0.07, 0.03, 0.00], [-0.02, -0.09, 0.04], [0.02, 0.01, 0.02], [0.00, 0.01, 0.00], [0.00, 0.00, -0.01], [0.00, 0.00, 0.00], [-0.03, 0.11, -0.02], [0.00, -0.01, -0.01], [-0.03, 0.02, 0.00], [0.00, 0.01, 0.00], [0.00, -0.02, 0.02], [0.14, -0.37, -0.02], [-0.03, -0.22, 0.18], [0.00, 0.00, 0.00], [0.00, 0.00, 0.00], [-0.01, -0.04, -0.02], [0.01, 0.00, 0.01], [-0.02, 0.00, -0.02], [0.09, -0.13, 0.22], [0.00, 0.00, 0.00], [0.00, 0.01, -0.02], [-0.02, -0.12, -0.04], [0.00, 0.00, 0.00], [0.03, -0.01, 0.00], [0.04, -0.01, 0.00], [0.00, 0.00, -0.01], [0.00, 0.00, 0.00], [0.01, -0.01, 0.01], [0.00, 0.00, 0.00], [-0.01, -0.01, 0.02], [-0.01, -0.01, 0.00], [0.00, 0.02, -0.02], [-0.03, 0.01, 0.01], [0.00, 0.03, 0.02], [-0.20, 0.33, -0.26], [0.10, 0.15, -0.22], [0.00, 0.00, 0.00], [0.00, 0.00, 0.00], [0.17, 0.02, 0.06], [0.00, 0.01, 0.00], [0.01, 0.00, -0.01], [0.02, -0.05, 0.02], [0.00, 0.00, 0.00], [-0.17, 0.07, 0.12], [0.01, -0.04, 0.05], [0.01, -0.06, 0.01], [0.01, 0.30, -0.12], [0.02, 0.03, -0.02], [0.02, 0.06, -0.01], [0.00, 0.00, -0.01], [-0.03, -0.03, 0.03], [0.02, 0.02, 0.00], [0.00, -0.02, 0.00], [-0.09, -0.06, -0.01]], "total_charge": 1, "mol_weight_g_mol": 637.470, "orbital_gap_ev": [8.80, 6.51], "multiplicity": 3, "lumo_energy_ev": [-2.6, -4.9]}

=====

3.
{"formula": "C26H24BN6OS6Zn", "method": "ωB97M-V with the def2-TZVPD basis set", "symbols": ["C", "H", "C", "H", "C", "N", "H", "C", "C", "H", "C", "N", "C", "H", "H", "S", "C", "C", "C", "B", "S", "H", "H", "C", "C", "H", "N", "H", "H", "H", "C", "H", "C", "N", "H", "S", "H", "C", "C", "C", "H", "O", "N", "S", "H", "H", "C", "H", "H", "N", "S", "H", "C", "C", "C", "H", "C", "C", "C", "C", "Zn", "C", "H", "S", "H"], "xyz": [[-1.791, -1.753, -2.926], [-6.328, -0.065, -2.179], [-0.436, -0.123, 0.799], [2.361, -3.190, 3.793], [-1.835, -2.028, 1.554], [-2.489, -0.764, -3.332], [5.095, 1.619, 0.657], [4.543, 0.817, -1.987], [-1.904, 1.478, 0.840], [-2.884, -2.293, 1.451], [3.007, -2.703, 3.081], [1.877, 1.841, 0.166], [-5.975, 2.493, -4.350], [1.332, 0.771, 6.353], [-1.225, -2.684, 0.934], [-5.353, -1.747, -0.877], [3.544, -2.582, -0.515], [-5.839, 0.596, -2.875], [-4.001, -1.577, -1.802], [0.444, 2.355, 0.451], [-2.657, -2.698, -1.661], [-6.553, 3.287, -4.804], [4.256, 1.336, -2.904], [3.639, -1.515, 3.411], [1.400, -0.461, 4.618], [-2.270, 2.477, 0.733], [-3.701, -0.638, -2.737], [0.096, 3.023, -0.473], [2.814, 2.330, 2.009], [-7.601, 1.761, -3.168], [-4.640, 2.321, -4.682], [5.371, -0.971, 0.573], [-4.502, 0.415, -3.218], [-0.584, 1.196, 0.637], [-2.869, 1.153, -4.383], [0.956, -1.078, 0.614], [0.481, 2.962, 1.487], [4.556, -0.932, 2.548], [3.127, -3.193, 1.798], [2.346, 1.379, -0.997], [2.560, -4.063, 1.500], [0.770, -1.227, 3.955], [-1.631, -0.667, 1.146], [-0.319, -2.265, -3.565], [4.425, -0.260, -2.145], [-1.521, -2.157, 2.591], [3.004, -2.343, -1.581], [5.581, 1.046, -1.745], [-3.589, 0.154, 1.382], [3.692, 1.256, -0.916], [3.175, -0.606, 4.867], [-0.221, 0.620, 5.476], [-6.561, 1.632, -3.441], [3.886, -2.497, 0.851], [0.857, 0.709, 5.378], [5.087, -0.042, 2.851], [4.699, -1.440, 1.278], [-2.556, 0.338, 1.168], [4.070, 1.621, 0.348], [2.941, 1.975, 1.007], [1.338, -1.373, -1.940], [-3.906, 1.296, -4.124], [-4.163, 2.989, -5.384], [1.482, 1.067, -2.425], [1.091, 1.622, 4.830]], "forces_ev_per_angstrom": [[-1.10, -0.46, 0.98], [0.12, 0.05, -0.08], [0.30, -0.41, 0.01], [-0.07, -0.02, 0.03], [0.10, -0.52, 0.17], [0.71, 0.43, -0.78], [0.15, -0.04, 0.08], [0.16, -0.27, -0.46], [-0.57, 0.06, 0.19], [-0.08, 0.10, -0.08], [0.12, -0.10, 0.06], [0.17, 0.03, -0.26], [-0.14, 0.11, -0.05], [0.03, 0.05, 0.15], [-0.07, 0.07, 0.05], [-0.43, -0.30, 0.64], [0.31, -0.32, -0.74], [-0.10, -0.19, 0.16], [0.37, -0.24, 0.09], [0.16, -0.17, -0.16], [-0.11, 1.07, -0.85], [-0.01, 0.06, 0.02], [0.07, -0.07, 0.09], [-0.10, 0.17, 0.50], [0.32, -0.12, 0.09], [-0.14, 0.20, -0.01], [-0.10, -0.95, 0.83], [-0.19, 0.24, -0.14], [0.00, 0.04, 0.17], [-0.02, -0.04, 0.02], [-0.05, 0.03, 0.01], [-0.11, 0.08, -0.09], [-0.28, 0.55, -0.36], [-0.09, -0.54, -0.04], [-0.01, 0.04, -0.02], [0.41, -0.44, -0.57], [0.08, 0.19, 0.26], [-0.01, -0.06, 0.07], [0.24, -0.09, -0.05], [0.14, 0.20, -0.56], [-0.09, 0.06, -0.12], [-0.41, 0.09, -0.08], [0.23, 0.61, -0.22], [1.53, -0.13, 0.14], [0.04, 0.14, 0.01], [0.01, 0.01, 0.02], [0.15, -0.26, -0.09], [-0.06, 0.02, 0.09], [-0.23, -0.03, 0.02], [-0.55, 0.09, 0.49], [0.41, -0.13, -0.05], [-0.04, -0.02, 0.04], [0.02, 0.20, -0.17], [-0.09, 0.20, 0.62], [-0.30, 0.09, -0.05], [0.01, 0.09, 0.00], [0.12, -0.23, -0.03], [-0.31, 0.46, -0.04], [-0.03, 0.25, 0.42], [0.52, 0.11, 0.26], [-0.67, 0.50, -0.16], [0.09, 0.01, 0.02], [0.04, 0.05, -0.05], [-0.58, -0.63, -0.39], [0.02, 0.03, -0.04]], "total_charge": -1, "mol_weight_g_mol": 705.123, "orbital_gap_ev": 7.14, "multiplicity": 1, "lumo_energy_ev": 2.2}

=====

no.,energy (Ha)
1,-5152.01165
2,-1585.32505
3,-5602.41661